A 2-piece molecular cluster, C6H8 overall in a non-equilibrium geometry, computed with the ωB97M-V functional and the def2-TZVPD basis.

XYZ file:
```
14
Properties=species:S:1:pos:R:3:nbo_charge:R:1
C -1.3693 2.2362 -2.7841 -0.4933
C -0.8997 1.3754 -2.0988 -0.1606
C 1.0987 -0.2036 0.0135 -0.3207
C -0.1851 -0.0544 0.1154 0.4034
C 1.7115 -1.1354 0.9685 -0.6106
C -1.3256 -0.2917 1.0168 -0.7491
H -1.5313 2.7295 -3.7378 0.2267
H 1.7836 0.3198 -0.6125 0.2641
H 2.5304 -0.6572 1.4962 0.2277
H 2.1218 -2.0490 0.5530 0.2317
H 0.8929 -1.4003 1.5854 0.2026
H -1.1523 -1.1144 1.6232 0.2478
H -1.4295 0.6625 1.5423 0.2534
H -2.2461 -0.4175 0.3188 0.2769
```

The LUMO energy (spin up / spin down) is -0.95 / -1.34 eV. The total energy is -6343.8037 eV. Its net charge is 0. As for the energy above the lowest of the compared OMol25 structures with the same formula, charge and spin: 6.9801 eV.